Below is C36H53AuGe2IN2O2S as an isolated structure, with properties calculated with ωB97M-V/def2-TZVPD.

Properties
Energy above the lowest of the compared OMol25 structures with the same formula, charge and spin = 47.30 kcal/mol
F_max = 2.245 eV Å⁻¹
HOMO energy = -10.56 eV
E_LUMO = -5.04 eV
Orbital gap = 5.5 eV
Net charge = +1
Total energy = -6648.65054 a.u.

Each line ends with the Löwdin charge.
Atoms and positions in Å:
Au (0.681, -0.355, -0.555)  0.736
C (-0.779, 1.131, 4.018)  -0.156
C (-0.625, 1.086, 2.497)  -0.357
Ge (0.587, -0.348, 1.899)  0.818
C (2.495, -0.160, 2.364)  -0.365
C (2.750, -0.299, 3.868)  -0.165
C (-0.143, -1.996, 2.631)  -0.238
C (-0.675, -2.911, 1.817)  -0.343
Ge (-0.476, -2.495, -0.099)  0.869
C (-2.134, -2.113, -1.113)  -0.364
C (-3.244, -3.165, -1.100)  -0.165
C (0.810, -3.641, -1.089)  -0.379
C (0.488, -5.132, -1.232)  -0.167
C (-1.348, -4.154, 2.256)  -0.234
C (-1.828, -5.058, 1.309)  -0.075
C (-2.459, -6.237, 1.683)  -0.065
C (-2.627, -6.532, 3.025)  -0.077
C (-2.162, -5.638, 3.984)  -0.070
C (-1.534, -4.464, 3.606)  -0.031
H (-1.527, 1.871, 4.312)  0.072
H (0.157, 1.407, 4.506)  0.052
H (-1.095, 0.168, 4.427)  0.062
H (-0.291, 2.037, 2.093)  0.033
H (-1.584, 0.857, 2.024)  0.041
H (2.852, 0.795, 1.984)  0.026
H (3.037, -0.926, 1.806)  0.054
H (2.279, 0.509, 4.435)  0.052
H (3.820, -0.277, 4.090)  0.071
H (2.357, -1.241, 4.259)  0.064
H (-0.178, -2.142, 3.712)  0.056
H (-1.804, -1.909, -2.139)  0.041
H (-2.511, -1.165, -0.725)  0.037
H (-2.911, -4.118, -1.519)  0.062
H (-4.094, -2.828, -1.698)  0.071
H (-3.607, -3.359, -0.089)  0.068
H (1.778, -3.513, -0.597)  0.052
H (0.888, -3.181, -2.079)  0.029
H (0.472, -5.633, -0.264)  0.065
H (1.239, -5.630, -1.848)  0.072
H (-0.482, -5.294, -1.709)  0.064
H (-1.712, -4.847, 0.255)  0.055
H (-2.819, -6.920, 0.923)  0.110
H (-3.118, -7.448, 3.327)  0.107
H (-2.294, -5.859, 5.037)  0.108
H (-1.186, -3.787, 4.377)  0.104
N (3.819, -1.231, -2.154)  0.180
C (3.971, -0.031, -1.565)  -0.672
O (3.114, 0.488, -0.867)  -0.046
C (5.301, 0.659, -1.762)  -0.536
I (5.541, 1.306, -3.786)  0.850
H (2.923, -1.722, -2.036)  0.087
H (4.519, -1.620, -2.758)  0.103
H (6.133, -0.004, -1.542)  0.056
H (5.341, 1.539, -1.135)  0.050
C (-0.935, 0.916, -3.751)  -0.018
C (0.469, 0.312, -3.887)  -0.716
C (0.566, -0.596, -5.146)  -0.046
C (1.553, 1.407, -3.954)  -0.019
N (0.696, -0.475, -2.760)  0.187
H (-1.070, 1.683, -4.515)  0.105
H (-1.058, 1.372, -2.768)  0.050
H (-1.702, 0.152, -3.880)  0.089
H (0.356, 0.028, -6.020)  0.087
H (-0.164, -1.404, -5.108)  0.080
H (1.564, -1.022, -5.248)  0.079
H (1.341, 2.081, -4.784)  0.107
H (2.532, 0.958, -4.109)  0.015
H (1.555, 1.974, -3.020)  0.053
O (0.349, 2.125, -0.534)  -0.608
S (0.101, 3.460, -1.175)  0.948
C (1.292, 4.667, -0.461)  -0.265
C (1.493, 4.572, 1.018)  -0.284
C (2.427, 3.681, 1.546)  -0.043
C (2.635, 3.621, 2.917)  -0.075
C (1.897, 4.427, 3.773)  -0.076
C (0.956, 5.304, 3.256)  -0.067
C (0.762, 5.381, 1.884)  -0.051
C (-1.436, 4.072, -0.422)  -0.269
C (-2.575, 3.228, -0.932)  -0.293
C (-3.026, 3.375, -2.243)  -0.066
C (-4.042, 2.567, -2.732)  -0.079
C (-4.614, 1.598, -1.917)  -0.078
C (-4.179, 1.455, -0.607)  -0.073
C (-3.164, 2.268, -0.117)  -0.034
H (0.927, 5.650, -0.767)  0.101
H (2.219, 4.474, -1.002)  0.095
H (3.001, 3.049, 0.876)  0.109
H (3.378, 2.946, 3.321)  0.105
H (2.062, 4.379, 4.843)  0.109
H (0.388, 5.945, 3.918)  0.109
H (0.050, 6.096, 1.482)  0.116
H (-1.538, 5.119, -0.719)  0.109
H (-1.321, 4.008, 0.660)  0.093
H (-2.582, 4.131, -2.883)  0.119
H (-4.392, 2.696, -3.749)  0.110
H (-5.411, 0.970, -2.298)  0.108
H (-4.636, 0.716, 0.041)  0.110
H (-2.832, 2.165, 0.909)  0.098